{
  "formula": "C36H66F4N14O8S4",
  "method": "ωB97M-V/def2-TZVPD",
  "elements": ["C", "C", "N", "C", "C", "N", "C", "C", "H", "H", "H", "H", "H", "H", "H", "H", "H", "H", "H", "C", "C", "N", "C", "C", "N", "C", "C", "H", "H", "H", "H", "H", "H", "H", "H", "H", "H", "H", "C", "C", "N", "C", "C", "N", "C", "C", "H", "H", "H", "H", "H", "H", "H", "H", "H", "H", "H", "C", "C", "N", "C", "C", "N", "C", "C", "H", "H", "H", "H", "H", "H", "H", "H", "H", "H", "H", "C", "C", "N", "C", "C", "N", "C", "C", "H", "H", "H", "H", "H", "H", "H", "H", "H", "H", "H", "C", "C", "N", "C", "C", "N", "C", "C", "H", "H", "H", "H", "H", "H", "H", "H", "H", "H", "H", "N", "S", "O", "O", "F", "S", "O", "O", "F", "N", "S", "O", "O", "F", "S", "O", "O", "F"],
  "coordinates": [[2.192081, -3.312983, -3.073730], [0.697196, -3.154230, -2.804007], [0.005486, -4.187163, -3.567707], [-0.667442, -5.213818, -2.958690], [-1.193792, -6.018044, -3.935068], [-0.777914, -5.482699, -5.124572], [-0.125182, -4.343745, -4.894112], [-1.190002, -6.010586, -6.448604], [2.763155, -2.416783, -2.801294], [2.477089, -3.651011, -4.068016], [2.750919, -3.986682, -2.413270], [0.349299, -2.184798, -3.166582], [0.452639, -3.223457, -1.747044], [-0.700558, -5.378302, -1.895905], [-1.763208, -6.931759, -3.956406], [0.280337, -3.647867, -5.607768], [-2.196806, -5.642814, -6.636021], [-1.073100, -7.087774, -6.457858], [-0.613073, -5.576449, -7.263702], [3.498346, -2.978006, 3.042972], [4.707880, -2.613398, 2.202552], [4.471530, -1.625602, 1.149931], [5.021215, -1.778294, -0.104331], [4.580160, -0.686190, -0.793309], [3.916218, 0.152836, 0.058557], [3.796546, -0.478050, 1.237854], [3.195804, 1.380119, -0.349962], [3.020182, -2.085953, 3.460647], [3.603932, -3.736097, 3.812414], [2.685926, -3.339122, 2.401030], [5.198105, -3.508079, 1.823144], [5.488422, -2.204199, 2.851606], [5.568416, -2.657349, -0.393550], [4.689236, -0.528439, -1.853937], [3.286806, -0.096475, 2.101715], [3.504768, 1.641715, -1.358198], [3.391087, 2.198599, 0.333664], [2.150411, 1.082437, -0.381624], [-0.309096, 7.372001, 3.150917], [0.405485, 6.737972, 1.955317], [1.840585, 6.574316, 2.320951], [2.646288, 7.518299, 2.924541], [3.892518, 7.001267, 3.055648], [3.840784, 5.733943, 2.528992], [2.598088, 5.503774, 2.090216], [4.931096, 4.780204, 2.443120], [-0.048686, 8.416148, 3.300009], [-0.208454, 6.761608, 4.049454], [-1.395798, 7.371796, 3.034424], [0.393153, 7.411631, 1.102845], [0.056152, 5.723229, 1.783452], [2.181180, 8.401842, 3.324820], [4.756624, 7.449430, 3.515946], [2.227688, 4.571391, 1.695474], [4.713544, 4.026663, 1.692238], [5.100482, 4.221136, 3.367744], [5.861291, 5.328639, 2.310367], [-4.544458, -2.756726, -2.793626], [-3.569182, -2.475752, -1.661538], [-3.592500, -1.072472, -1.241250], [-3.167148, 0.005811, -1.981869], [-3.405334, 1.099858, -1.217137], [-3.919745, 0.680660, -0.026886], [-3.943239, -0.672837, -0.018267], [-4.420634, 1.516067, 1.030700], [-4.380893, -3.770218, -3.160127], [-4.379859, -2.086374, -3.638731], [-5.571399, -2.715626, -2.434682], [-2.547855, -2.749849, -1.930015], [-3.772087, -3.128191, -0.812981], [-2.722383, -0.154125, -2.946821], [-3.252657, 2.152372, -1.374865], [-4.326703, -1.258312, 0.800562], [-3.739089, 2.341886, 1.235468], [-4.589538, 0.998963, 1.969026], [-5.326492, 2.045351, 0.726445], [0.685486, -2.665164, 5.682517], [-0.505263, -2.020959, 4.978320], [-0.481708, -0.544123, 5.111169], [-1.418417, 0.275250, 5.640593], [-0.989466, 1.570283, 5.485525], [0.193969, 1.513530, 4.770124], [0.424359, 0.229321, 4.488216], [1.117019, 2.655544, 4.644997], [1.592283, -2.090877, 5.512675], [0.840435, -3.601563, 5.142499], [0.443714, -2.877944, 6.719928], [-1.497320, -2.400970, 5.204145], [-0.383817, -2.159792, 3.900693], [-2.286123, -0.132671, 6.132345], [-1.371699, 2.500001, 5.868126], [1.284677, -0.135468, 3.960784], [0.743766, 3.138058, 3.742333], [2.147032, 2.321047, 4.616896], [0.898470, 3.303535, 5.489179], [-4.149045, 2.436117, -5.650605], [-2.844152, 3.059901, -6.156928], [-1.857141, 3.003527, -5.028717], [-2.014572, 3.684603, -3.855844], [-0.995497, 3.370190, -3.024016], [-0.225732, 2.427444, -3.686946], [-0.790983, 2.206937, -4.882879], [0.936924, 1.781973, -3.128957], [-4.641985, 2.911440, -4.806990], [-3.971088, 1.373147, -5.486945], [-4.862468, 2.467034, -6.477522], [-2.880291, 4.101347, -6.460088], [-2.410226, 2.386859, -6.892221], [-2.734621, 4.484320, -3.783329], [-0.673617, 3.653426, -2.037489], [-0.457272, 1.604330, -5.712887], [0.976693, 1.942608, -2.058222], [1.770644, 2.300163, -3.613067], [0.990324, 0.723356, -3.370931], [0.652961, 0.379481, 1.567335], [-0.140199, -0.961310, 0.943384], [-0.091730, -1.134269, -0.485122], [-1.274320, -1.363334, 1.697408], [0.954179, -2.034795, 1.362676], [-0.391179, 1.383265, 1.116257], [-1.514583, 1.698333, 1.963080], [-0.647808, 1.578176, -0.309432], [0.576754, 2.667788, 1.513916], [-0.865583, -6.242054, 0.546010], [-2.444333, -6.501521, 1.120183], [-3.505402, -5.914000, 0.338324], [-2.613210, -6.475281, 2.537657], [-2.514807, -8.048853, 0.779690], [-0.869374, -4.744437, 0.932418], [-0.736148, -4.363065, 2.324048], [-1.606791, -3.875432, 0.031479], [0.674488, -4.439773, 0.453494]],
  "forces_ev_per_angstrom": [[1.50, 0.28, 1.10], [1.03, 0.18, -0.93], [-1.34, -0.82, 0.36], [-0.54, -1.12, -0.07], [0.77, 0.34, 0.06], [-0.26, 0.65, -0.89], [0.58, -0.03, 0.45], [-0.03, 0.89, -0.04], [-0.43, 0.42, -0.58], [-0.33, 0.37, -0.22], [-0.88, -0.60, 0.10], [-0.03, -0.01, 0.05], [-0.19, -0.26, -0.09], [-0.01, 0.27, 0.18], [0.02, 0.01, 0.43], [-0.02, -0.23, -0.24], [-0.24, -0.59, 0.12], [-0.24, -0.02, 0.03], [0.46, -0.04, 0.33], [-1.70, 0.52, -1.07], [0.91, -0.38, 1.99], [0.11, -0.62, 0.19], [-1.44, 1.06, 0.17], [1.01, -0.51, -0.78], [-0.56, -0.21, -0.07], [0.84, -0.25, -0.41], [-0.05, -1.08, -0.15], [0.39, 0.05, 0.43], [0.67, 0.15, 0.03], [0.26, -0.30, -0.13], [-0.35, 0.11, -0.68], [-0.10, 0.20, 0.00], [0.04, 0.04, -0.03], [0.10, 0.48, 0.12], [-0.03, -0.04, 0.03], [0.25, 0.04, 0.09], [-0.06, -0.06, 0.08], [-0.15, 0.47, 0.16], [-0.95, -0.42, -0.09], [0.53, 0.46, 1.31], [0.89, -0.26, -0.02], [-0.74, 0.09, 0.30], [-0.42, 0.22, 0.07], [-0.46, -0.23, -0.18], [-0.18, 0.11, 0.20], [0.64, -0.34, 0.76], [0.24, -0.08, 0.19], [0.56, 0.23, 0.10], [0.07, 0.06, -0.55], [-0.29, -0.36, -0.29], [-0.23, 0.15, -0.45], [0.40, 0.28, -0.18], [0.14, -0.18, -0.10], [0.12, 0.03, -0.17], [0.22, 0.35, -0.38], [-0.46, 0.26, 0.21], [-0.05, -0.14, -0.62], [0.17, -0.09, 0.08], [0.23, -0.86, -0.37], [0.56, -0.66, 1.09], [-0.47, -0.21, 0.35], [0.00, 0.49, -0.21], [0.30, -1.59, 0.40], [-0.70, 1.39, -1.02], [-0.29, 1.77, 0.45], [0.03, -0.03, 0.10], [-0.22, 0.09, 0.02], [-0.05, 0.21, -0.19], [0.04, 0.30, -0.07], [-0.10, 0.29, 0.18], [-0.12, 0.21, -0.08], [0.08, -0.06, -0.20], [0.10, -0.24, -0.13], [0.37, -0.37, -0.01], [0.04, -0.37, -0.21], [-0.25, -0.56, -0.10], [-0.95, -0.57, -0.57], [0.72, 0.35, -1.22], [0.28, 0.57, -1.51], [-0.29, 0.90, 0.79], [0.00, -0.70, 0.00], [-0.35, -0.80, 0.91], [0.44, -0.23, 1.20], [-1.61, -0.23, -0.58], [0.03, 0.20, 0.43], [-0.01, -0.19, 0.34], [0.49, 0.14, 0.12], [0.10, 0.06, 0.43], [-0.18, -0.31, 0.08], [0.00, 0.16, 0.06], [-0.13, -0.05, -0.05], [0.00, -0.08, 0.04], [0.80, 0.39, -0.08], [0.01, 0.08, -0.06], [0.41, -0.01, 0.10], [-0.16, -0.03, -1.24], [0.34, -0.85, 1.36], [0.46, -0.44, 0.78], [-0.07, 1.34, 0.10], [0.58, -0.76, -0.21], [-1.66, -0.20, -0.37], [-0.31, 0.61, -0.63], [1.13, 0.49, -0.69], [0.32, 0.10, 0.14], [-0.06, 0.04, 0.38], [-0.04, 0.08, 0.04], [-0.17, -0.09, -0.30], [-0.12, 0.45, -0.49], [-0.18, -0.22, 0.18], [-0.39, 0.24, 0.03], [0.33, -0.27, 0.34], [-0.28, -0.09, -0.01], [0.32, -0.35, 0.31], [-0.24, 0.01, 0.08], [-0.61, -3.34, -1.26], [2.05, -4.74, -0.34], [-0.32, 1.20, 0.77], [-0.28, 1.14, -0.18], [0.14, 1.01, 0.48], [-2.08, 7.15, -0.32], [0.64, -1.12, -0.32], [0.80, -0.50, 1.44], [0.04, 0.01, -0.56], [-2.97, -0.26, 1.10], [-2.19, -3.50, 0.09], [1.26, -0.09, -0.04], [0.74, 0.40, -0.55], [0.42, 0.81, -0.25], [3.74, 3.52, 0.36], [-0.80, -0.22, -1.20], [0.32, -0.16, 0.65], [-0.24, -0.32, -0.45]],
  "lowdin_charge": [-0.051, -0.156, -0.045, 0.023, 0.030, -0.083, -0.020, 0.044, 0.057, 0.082, 0.088, 0.112, 0.092, 0.109, 0.152, 0.166, 0.107, 0.111, 0.103, -0.052, -0.145, -0.028, 0.040, -0.017, -0.059, -0.016, 0.034, 0.050, 0.103, 0.073, 0.138, 0.139, 0.151, 0.139, 0.148, 0.101, 0.086, 0.057, -0.060, -0.121, -0.042, 0.018, 0.028, -0.085, -0.029, 0.023, 0.084, 0.088, 0.092, 0.136, 0.116, 0.141, 0.154, 0.140, 0.083, 0.107, 0.116, -0.042, -0.174, -0.021, -0.005, -0.038, -0.072, 0.035, 0.002, 0.086, 0.070, 0.092, 0.104, 0.121, 0.130, 0.127, 0.184, 0.082, 0.113, 0.113, -0.032, -0.129, -0.021, 0.016, 0.010, -0.082, -0.059, 0.034, 0.062, 0.090, 0.092, 0.146, 0.088, 0.149, 0.140, 0.135, 0.067, 0.102, 0.107, -0.053, -0.108, -0.044, -0.020, 0.000, -0.076, 0.001, 0.009, 0.081, 0.077, 0.097, 0.139, 0.128, 0.152, 0.132, 0.173, 0.057, 0.115, 0.105, -0.260, 0.504, -0.267, -0.224, -0.180, 0.449, -0.263, -0.308, -0.260, -0.246, 0.530, -0.289, -0.247, -0.159, 0.446, -0.287, -0.338, -0.247],
  "total_charge": 4,
  "gap_ev": 7.9,
  "largest_force_ha_per_bohr": 0.145,
  "lumo_energy_ev": -8.16,
  "homo_energy_ev": -16.0
}

=====

{
  "formula": "C19H21ILaN3O6S2",
  "method": "ωB97M-V/def2-TZVPD",
  "elements": ["La", "O", "C", "O", "C", "O", "C", "C", "O", "O", "H", "H", "H", "H", "H", "C", "C", "C", "C", "C", "C", "C", "C", "C", "H", "H", "H", "H", "H", "H", "H", "H", "H", "H", "H", "H", "S", "C", "C", "N", "C", "S", "C", "N", "N", "C", "O", "C", "I", "H", "H", "H", "H"],
  "coordinates": [[0.317297, -0.767454, 0.361582], [4.098322, -1.821277, -2.471620], [3.278193, -1.475764, -1.506916], [2.073986, -1.627166, -1.552525], [3.995829, -0.862928, -0.318857], [3.098577, -0.212404, 0.553540], [2.995129, 1.195813, 0.310673], [2.053145, 1.514041, -0.892909], [2.407639, 2.294655, -1.752627], [0.934761, 0.899250, -0.863820], [3.639289, -2.172739, -3.255843], [4.774122, -0.188327, -0.698907], [4.474004, -1.674556, 0.244345], [3.986487, 1.634360, 0.155328], [2.538010, 1.615571, 1.213381], [-0.722448, 2.440130, 3.240878], [-1.199425, 2.083162, 1.866350], [-2.009991, 0.958067, 1.668294], [-2.561888, 0.688115, 0.410539], [-3.561217, -0.427728, 0.244364], [-2.240274, 1.528286, -0.655528], [-1.393217, 2.620198, -0.491383], [-1.017980, 3.497200, -1.642710], [-0.894613, 2.889403, 0.777327], [-1.509031, 2.272273, 3.973655], [-0.418655, 3.482848, 3.281855], [0.127940, 1.820553, 3.527142], [-2.318121, 0.372010, 2.530079], [-3.062543, -1.378904, 0.042862], [-4.232458, -0.215061, -0.585337], [-4.147883, -0.543432, 1.153536], [-2.697432, 1.357436, -1.621158], [-0.029175, 3.211052, -2.003262], [-0.961727, 4.539542, -1.337247], [-1.729648, 3.402842, -2.458919], [-0.278880, 3.766131, 0.920373], [0.875595, -0.742779, 3.043301], [0.396290, -2.365259, 3.491273], [0.266679, -2.539417, 4.881540], [0.150484, -2.639783, 6.019195], [0.135679, -3.422017, 2.654823], [0.227609, -3.450807, 0.911374], [-0.279960, -4.641748, 3.222321], [-0.654057, -5.643289, 3.640564], [-1.875888, -2.263776, -3.505026], [-1.192882, -1.413174, -2.733664], [-1.188055, -1.520061, -1.510102], [-0.466633, -0.300640, -3.440475], [1.121790, -1.138470, -4.613991], [-2.340645, -3.047583, -3.072419], [-1.866086, -2.201280, -4.509370], [-0.010459, 0.370055, -2.711168], [-1.105582, 0.244830, -4.134708]],
  "forces_ev_per_angstrom": [[-1.13, -1.31, 1.02], [0.60, -0.13, -0.38], [-0.69, 0.12, 0.24], [0.08, -0.04, 0.37], [0.11, -0.16, -0.02], [-0.10, 0.10, -0.32], [-0.27, 0.26, -0.28], [1.43, 0.70, -0.14], [0.11, 0.11, 0.04], [0.35, 1.49, -1.29], [-0.22, 0.07, 0.41], [-0.11, -0.09, 0.17], [-0.05, 0.10, -0.15], [-0.22, -0.03, 0.01], [0.13, 0.00, -0.02], [0.10, -0.01, -0.02], [0.00, -0.03, -0.01], [-0.19, 0.13, -0.15], [-0.11, 0.09, 0.25], [0.20, -0.04, 0.07], [0.18, 0.09, 0.10], [-0.25, -0.07, 0.03], [0.08, -0.08, -0.01], [-0.06, -0.16, 0.06], [0.01, -0.01, 0.08], [0.00, 0.09, 0.03], [-0.02, -0.03, 0.09], [0.10, -0.04, -0.08], [-0.11, -0.02, 0.00], [-0.04, -0.05, -0.04], [-0.06, -0.04, -0.01], [-0.03, -0.07, -0.12], [0.08, -0.01, -0.10], [-0.04, 0.08, -0.02], [-0.05, 0.03, -0.10], [0.09, 0.11, 0.05], [0.24, -0.06, 0.55], [-0.06, -0.38, -1.25], [-0.16, -0.20, 0.69], [-0.01, -0.03, 0.39], [0.38, 1.34, 0.15], [0.20, -0.84, -0.01], [-0.26, -0.62, 0.34], [-0.07, -0.33, 0.15], [-0.23, -0.14, 0.09], [-0.20, 0.06, -0.59], [0.02, -0.10, 0.04], [0.33, 0.04, 0.09], [-0.17, 0.23, -0.37], [0.03, 0.05, 0.00], [0.09, 0.01, 0.07], [-0.06, -0.05, -0.17], [0.05, -0.12, 0.06]],
  "lowdin_charge": [1.681, 0.145, -0.493, -0.058, -0.077, -0.217, -0.085, -0.622, 0.083, -0.328, 0.096, 0.152, 0.163, 0.137, 0.134, -0.050, -0.288, -0.085, -0.320, -0.035, -0.034, -0.274, -0.026, -0.013, 0.090, 0.081, 0.028, 0.129, 0.068, 0.085, 0.088, 0.120, 0.072, 0.086, 0.080, 0.128, 0.524, -0.747, -0.321, 0.168, -0.769, 0.475, -0.321, 0.168, 0.188, -0.633, -0.145, -0.507, 0.950, 0.135, 0.103, 0.027, 0.064],
  "de_lowest_ev": 1.453,
  "total_charge": 0,
  "gap_ev": 6.4,
  "largest_force_ha_per_bohr": 0.039,
  "lumo_energy_ev": -0.91,
  "homo_energy_ev": -7.3
}